# 1
Entry from the OMol25 dataset: a structure of composition C20H14Co2N2O6 (ωB97M-V with the def2-TZVPD basis set).

Properties
LUMO energy, eV: 4.65
Total charge: -2
Gap between HOMO and LUMO, eV: 5.309
Energy relative to the best compared isomer or geometry (same formula, charge and spin), eV: 0.000

Positions of all 44 atoms, in Å:
C  2.8595  2.6900  -1.8374
C  3.4072  2.8637  -0.4959
N  4.3289  3.8184  -0.1452
C  4.5741  3.6534  1.1895
C  5.5368  4.4766  1.9673
C  3.7561  2.5624  1.6408
N  3.0645  2.0892  0.5750
H  2.1375  1.8694  -1.8385
H  2.3524  3.5978  -2.1756
H  3.6509  2.4622  -2.5565
H  5.5440  4.1476  3.0175
H  6.5609  4.3873  1.5700
H  5.2724  5.5457  1.9393
H  3.6892  2.1682  2.6517
O  0.6226  0.5779  1.0461
C  -0.2783  0.5412  0.3223
Co  -1.6553  0.2795  -0.6761
C  -3.0254  0.5891  0.3618
O  -3.9131  0.5782  1.1015
C  -1.7182  1.5273  -1.9010
O  -1.7881  2.2843  -2.7794
C  -1.5914  -1.7144  -0.5375
C  -1.9847  -2.2119  0.7810
C  -1.2493  -1.9829  1.9640
C  -1.8384  -2.2208  3.1999
C  -3.1165  -2.7952  3.2707
C  -3.8089  -3.1050  2.0969
C  -3.2218  -2.8647  0.8620
C  -2.3627  -1.8039  -1.7635
C  -3.6439  -1.7381  -2.1633
Co  -0.6572  -2.0053  -2.0449
C  0.9653  -2.0810  -1.4538
O  2.0371  -2.1122  -1.0191
C  -0.3298  -1.0089  -3.4904
O  -0.0665  -0.3481  -4.4070
C  -0.9117  -3.5794  -2.7653
O  -1.1494  -4.6428  -3.1492
H  -0.2516  -1.5558  1.9158
H  -1.3057  -1.9302  4.1097
H  -3.5784  -3.0055  4.2365
H  -4.8230  -3.5056  2.1188
H  -3.7590  -3.1005  -0.0517
H  -3.8884  -2.0186  -3.1905
H  -4.4426  -1.3785  -1.4963

Results of the natural (NBO) charge analysis, in e, for atoms 1 through 2:
1. C -0.632
2. C 0.234

***

# 2
Entry from the OMol25 dataset: an isolated molecule of C26H27N5O5 (ωB97M-V with the def2-TZVPD basis set).

Properties
LUMO energy, eV: 0.50
Total charge: 0
Gap between HOMO and LUMO, eV: 8.461
Energy relative to the best compared isomer or geometry (same formula, charge and spin), eV: 2.802
SMILES: COc1ccc(OC)c([C@@H](C(=O)NCc2ccco2)N(C(=O)Cn2nnc3ccccc32)C2CC2)c1

Positions of all 63 atoms, in Å:
C  -1.6773  -4.5364  0.7095
O  -2.6570  -3.9852  -0.1387
C  -2.7906  -2.6302  -0.1869
C  -3.7962  -2.1367  -1.0115
C  -4.0247  -0.7787  -1.1034
C  -3.2493  0.1218  -0.3837
O  -3.4398  1.4801  -0.3900
C  -4.4817  2.0020  -1.1767
C  -2.2064  -0.3630  0.4147
C  -1.3574  0.6108  1.2024
C  -0.1780  -0.0843  1.9112
O  -0.1427  -0.2259  3.1143
N  0.7997  -0.4788  1.0752
C  1.9578  -1.2113  1.5249
C  2.2403  -2.3579  0.6111
C  1.5722  -2.8375  -0.4778
C  2.3405  -3.9286  -0.9598
C  3.4123  -4.0258  -0.1316
O  3.3610  -3.0775  0.8226
N  -0.8596  1.7290  0.3941
C  -0.3415  1.4941  -0.8210
O  -0.3621  0.3997  -1.3673
C  0.4752  2.6261  -1.4607
N  1.7646  2.5796  -0.8306
N  2.1562  3.4977  0.0642
N  3.2735  3.1817  0.5718
C  3.6849  1.9981  0.0347
C  4.8189  1.2145  0.2524
C  4.9184  0.0455  -0.4639
C  3.9320  -0.3525  -1.3795
C  2.8054  0.4020  -1.6127
C  2.6942  1.5841  -0.8894
C  -0.7876  3.0069  1.0409
C  -1.5107  4.1882  0.4578
C  -2.0037  3.5597  1.7215
C  -2.0013  -1.7305  0.5197
H  -1.7777  -5.6159  0.6080
H  -1.8448  -4.2545  1.7539
H  -0.6670  -4.2384  0.4106
H  -4.3988  -2.8339  -1.5707
H  -4.8191  -0.4319  -1.7442
H  -4.3235  1.7995  -2.2408
H  -5.4554  1.6056  -0.8715
H  -4.4688  3.0788  -1.0097
H  -1.9777  1.0439  1.9938
H  0.6381  -0.4395  0.0774
H  2.8384  -0.5540  1.5613
H  1.7603  -1.5556  2.5475
H  0.6607  -2.4662  -0.9016
H  2.1167  -4.5463  -1.8050
H  4.2465  -4.6979  -0.1087
H  0.5781  2.4092  -2.5279
H  0.0589  3.6188  -1.3072
H  5.5739  1.5258  0.9556
H  5.7772  -0.5934  -0.3225
H  4.0641  -1.2816  -1.9133
H  2.0407  0.0902  -2.3058
H  0.1724  3.2026  1.5111
H  -1.0243  5.1507  0.4997
H  -2.1033  4.0210  -0.4286
H  -1.8648  4.0770  2.6576
H  -2.9201  2.9952  1.6551
H  -1.2199  -2.0901  1.1680

Results of the natural (NBO) charge analysis, in e, for atoms 1 through 2:
1. C -0.256
2. O -0.495

***

# 3
Entry from the OMol25 dataset: a structure of composition C22H35EuNO4P2 (ωB97M-V with the def2-TZVPD basis set).

Properties
LUMO energy (spin up / spin down), eV: -0.82 / -0.82
Total charge: 0
Gap between HOMO and LUMO (spin up / spin down), eV: 5.310 / 5.349
Energy relative to the best compared isomer or geometry (same formula, charge and spin), eV: 0.916
Spin multiplicity: 8

Positions of all 65 atoms, in Å:
P  -2.8809  6.0615  0.7876
P  -4.4950  4.7485  -1.6426
C  -3.9913  7.1603  -0.2395
C  -5.0985  6.3776  -0.9508
H  -3.3398  7.6671  -0.9659
H  -4.4174  7.9218  0.4272
H  -5.9173  6.1367  -0.2576
H  -5.5156  6.9596  -1.7834
C  -4.1558  5.2825  -3.3763
H  -3.9671  4.3834  -3.9771
H  -3.2548  5.9075  -3.3893
H  -5.0040  5.8377  -3.7957
C  -6.1313  3.9535  -1.9154
H  -6.8119  4.6056  -2.4757
H  -6.5638  3.7131  -0.9373
H  -5.9687  3.0206  -2.4682
C  -1.4868  7.2381  1.0220
H  -0.7892  6.7986  1.7449
H  -1.8336  8.2138  1.3827
H  -0.9719  7.3547  0.0613
C  -3.7025  6.2811  2.4255
H  -4.6559  5.7393  2.4234
H  -3.8734  7.3416  2.6482
H  -3.0517  5.8408  3.1919
Eu  0.2497  -0.2720  -0.3394
C  -2.2446  0.4773  -0.8792
C  -1.4117  1.0708  -1.7625
C  -0.9437  2.5071  -1.7106
C  0.3222  2.8860  -0.8798
C  0.5114  2.2595  0.4837
C  -0.4970  1.9146  1.3147
C  -1.9658  2.2103  1.0852
C  -2.8142  1.1382  0.3487
C  1.8367  -0.7543  1.4439
H  -2.5269  -0.5864  -1.0050
H  -0.9469  0.4689  -2.5736
H  -1.7568  3.1797  -1.4002
H  -0.6830  2.7766  -2.7452
H  1.2375  2.6429  -1.4482
H  0.3253  3.9925  -0.8312
H  1.5607  2.0947  0.7926
H  -0.2567  1.4437  2.2819
H  -2.1249  3.1814  0.5823
H  -2.4251  2.3274  2.0820
H  -3.0600  0.3362  1.0632
H  -3.7763  1.6264  0.1258
H  1.4851  -1.7601  1.6842
H  1.8357  -0.0180  2.2341
H  2.6587  -0.7094  0.7208
O  1.4306  -1.5542  -2.0390
C  0.8311  -2.5924  -1.5991
O  -0.2669  -2.4578  -0.9325
C  1.3740  -3.9755  -1.5642
C  2.3924  -4.4305  -2.4267
C  2.8562  -5.7452  -2.3008
C  2.2954  -6.5831  -1.2938
C  1.2434  -6.1331  -0.4507
C  0.7902  -4.8259  -0.6108
N  2.8225  -7.8821  -1.1090
O  3.7567  -8.2434  -1.8602
O  2.3333  -8.5842  -0.1959
H  2.7798  -3.7473  -3.1742
H  3.6549  -6.1257  -2.9232
H  0.8440  -6.8012  0.3026
H  -0.0275  -4.4832  0.0194

Results of the Mulliken charge analysis, in e, for atoms 1 through 2:
1. P 0.744
2. P 0.785